{
  "formula": "C4H11N2",
  "method": "wB97M-V/def2-TZVPD",
  "symbols": ["C", "C", "C", "C", "N", "N", "H", "H", "H", "H", "H", "H", "H", "H", "H", "H", "H"],
  "xyz": [[1.04252, 1.05617, -0.66118], [0.85503, 0.82183, 0.85108], [0.21927, -0.22904, -0.86663], [-1.38215, -0.29952, 1.16591], [0.88059, -1.30231, -1.51860], [-0.03533, -0.33197, 0.63874], [0.56833, 1.84919, -1.23117], [2.08034, 0.93415, -0.83646], [1.75244, 0.51619, 1.21121], [0.28790, 1.53557, 1.55634], [-1.52825, -0.34050, -1.69220], [-1.44390, -0.50795, 2.14842], [-1.85600, 0.66944, 1.17688], [-1.87714, -1.09871, 0.76756], [1.32777, -1.04141, -2.36450], [0.33833, -2.17148, -1.59688], [0.37662, -1.27107, 0.94464]],
  "lowdin_charge": [-0.052, -0.062, -0.292, -0.012, 0.080, -0.103, 0.126, 0.112, 0.100, 0.175, 0.220, 0.075, 0.123, 0.076, 0.098, 0.113, 0.224],
  "homo_lumo_gap_ev": 9.05,
  "e_above_lowest_kj_mol": 549.7,
  "homo_energy_ev": -13.3,
  "fmax_ev_per_a": 4.366,
  "charge": 1
}

***

{
  "formula": "H4O2Si",
  "method": "wB97M-V/def2-TZVPD",
  "symbols": ["O", "O", "Si", "H", "H", "H", "H"],
  "xyz": [[1.52767, -0.67225, 1.06421], [0.22910, -0.11981, 0.92097], [-0.56195, 0.56418, -0.51125], [1.32895, -1.61536, 0.81552], [-1.57289, 1.26062, 0.32942], [-1.34040, -0.60917, -1.05787], [0.38952, 1.19178, -1.56101]],
  "lowdin_charge": [-0.106, -0.468, 0.652, 0.109, -0.056, -0.080, -0.052],
  "homo_lumo_gap_ev": 10.99,
  "e_above_lowest_kj_mol": 479.7,
  "homo_energy_ev": -10.3,
  "fmax_ev_per_a": 2.465,
  "smiles": "OO[SiH3]"
}

***

{
  "formula": "C8H17NO3Si",
  "method": "wB97M-V/def2-TZVPD",
  "symbols": ["C", "C", "C", "C", "C", "C", "C", "C", "N", "O", "O", "O", "Si", "H", "H", "H", "H", "H", "H", "H", "H", "H", "H", "H", "H", "H", "H", "H", "H", "H"],
  "xyz": [[-1.04726, 2.37485, -0.53668], [-2.35766, -1.15368, -0.77814], [-1.92506, 0.23869, 1.28002], [1.70707, 1.89138, 2.27736], [3.00301, 1.21588, -2.22858], [1.58152, -2.40768, 0.25831], [-1.41614, 1.13179, -0.99753], [-2.32657, 0.25642, -0.19625], [-0.73275, 3.41308, -0.12625], [2.24928, 1.46670, 1.05445], [2.64314, 0.22644, -1.30200], [1.75101, -1.11689, 0.78394], [1.78080, 0.31880, 0.04853], [-2.69579, -1.13404, -1.81226], [-1.36015, -1.58951, -0.75031], [-3.03471, -1.78760, -0.20910], [-0.94711, -0.22419, 1.39398], [-2.65361, -0.31050, 1.86660], [-1.86506, 1.25304, 1.66318], [1.37442, 1.04251, 2.87564], [0.86504, 2.55720, 2.08636], [2.49071, 2.43149, 2.80963], [3.52893, 0.71786, -3.04296], [3.65396, 1.95570, -1.76513], [2.11563, 1.71852, -2.61395], [1.81526, -2.43760, -0.80460], [0.54892, -2.72923, 0.41306], [2.25042, -3.07826, 0.79889], [-1.31607, 0.94524, -2.05562], [-3.34706, 0.67226, -0.25214]],
  "lowdin_charge": [-0.333, -0.079, -0.074, -0.118, -0.119, -0.124, -0.094, -0.455, 0.136, -0.189, -0.201, -0.207, 0.430, 0.077, 0.062, 0.079, 0.058, 0.078, 0.072, 0.085, 0.073, 0.089, 0.088, 0.089, 0.085, 0.083, 0.078, 0.090, 0.096, 0.144],
  "homo_lumo_gap_ev": [6.26, 8.08],
  "e_above_lowest_kj_mol": 61.5,
  "homo_energy_ev": [-6.9, -8.1],
  "fmax_ev_per_a": 1.579
}

***

{
  "formula": "H30Mg2O23S2",
  "method": "wB97M-V/def2-TZVPD",
  "symbols": ["Mg", "Mg", "S", "O", "O", "O", "O", "S", "O", "O", "O", "O", "O", "H", "H", "O", "H", "H", "O", "H", "H", "O", "H", "H", "O", "H", "H", "O", "H", "H", "O", "H", "H", "O", "H", "H", "O", "H", "H", "O", "H", "H", "O", "H", "H", "O", "H", "H", "O", "H", "H", "O", "H", "H", "O", "H", "H"],
  "xyz": [[2.53560, 3.47420, -1.32609], [-0.61736, -1.37624, 4.13963], [1.08867, 2.97144, 5.12757], [0.67303, 3.42961, 6.46225], [2.45269, 3.35765, 4.87499], [0.94384, 1.53412, 4.99921], [0.23378, 3.59536, 4.17308], [-0.37809, -0.25899, -0.52324], [0.65415, 0.75543, -0.81644], [-0.57150, -0.48128, 0.90535], [-1.57050, 0.25241, -1.15046], [0.05227, -1.52166, -1.06144], [3.99084, 2.71937, 1.34620], [4.44214, 1.87539, 1.36249], [4.01376, 3.02132, 2.25425], [1.91644, -3.16818, 3.71872], [2.56572, -3.07517, 3.02158], [2.19458, -3.94517, 4.20364], [1.11137, 4.04207, -4.03761], [1.18685, 4.76282, -4.66295], [0.67037, 3.34642, -4.52528], [3.02195, -2.53058, -3.87160], [3.76631, -2.82689, -3.34781], [2.27349, -2.58522, -3.27742], [4.73264, 1.77140, -2.92851], [5.62124, 2.12243, -2.98685], [4.76013, 0.96246, -3.43947], [-3.15989, 2.90953, 1.54106], [-2.41877, 3.29125, 2.01144], [-2.83174, 2.07111, 1.21606], [-0.70127, 0.52197, -4.98707], [-0.10854, -0.20619, -4.80088], [-1.29969, 0.54131, -4.24024], [-3.26793, 0.18804, 4.70367], [-4.09253, 0.01718, 4.24862], [-3.40531, 1.02776, 5.14213], [0.57045, 5.26945, 0.27178], [0.22249, 4.91973, 1.09206], [0.00119, 6.01109, 0.06644], [-4.93806, -1.76800, -0.93883], [-4.18381, -1.29767, -1.29399], [-5.05694, -1.40350, -0.06177], [-2.42493, -3.98235, 3.43281], [-2.61312, -4.63759, 4.10474], [-2.38332, -4.48068, 2.61663], [-1.03614, -5.62355, -0.07089], [-0.33611, -6.25971, -0.21754], [-0.63798, -4.77732, -0.27482], [-1.55841, -4.46191, -4.76667], [-0.83716, -5.01284, -5.07084], [-1.27310, -4.14446, -3.90990], [-4.85167, 2.58050, -2.54510], [-5.42283, 2.30082, -3.26050], [-4.11067, 1.97553, -2.57911], [3.55220, -2.55159, 0.35659], [2.68277, -2.57271, -0.04327], [4.15639, -2.66972, -0.37638]],
  "lowdin_charge": [1.297, 1.194, 0.103, -0.310, -0.333, -0.349, -0.311, 0.099, -0.368, -0.424, -0.348, -0.362, -0.063, 0.045, 0.047, -0.076, 0.033, 0.043, -0.069, 0.046, 0.044, -0.049, 0.019, 0.024, -0.063, 0.043, 0.049, -0.052, 0.021, 0.021, -0.053, 0.029, 0.025, -0.081, 0.043, 0.052, -0.066, 0.049, 0.050, -0.054, 0.017, 0.025, -0.069, 0.041, 0.041, -0.049, 0.028, 0.025, -0.049, 0.025, 0.024, -0.051, 0.027, 0.020, -0.045, 0.023, 0.021],
  "homo_lumo_gap_ev": 2.06,
  "e_above_lowest_kj_mol": 1736.3,
  "homo_energy_ev": -6.7,
  "fmax_ev_per_a": 3.734
}

***

{
  "formula": "C21H56F14HfNO25P2S9",
  "method": "wB97M-V/def2-TZVPD",
  "symbols": ["Hf", "P", "F", "F", "F", "F", "F", "F", "P", "F", "F", "F", "F", "F", "F", "N", "S", "O", "O", "F", "S", "O", "O", "F", "O", "S", "O", "O", "C", "C", "C", "H", "H", "H", "H", "H", "H", "H", "H", "O", "S", "O", "O", "C", "C", "C", "H", "H", "H", "H", "H", "H", "H", "H", "O", "S", "O", "O", "C", "C", "C", "H", "H", "H", "H", "H", "H", "H", "H", "O", "S", "O", "O", "C", "C", "C", "H", "H", "H", "H", "H", "H", "H", "H", "O", "S", "O", "O", "C", "C", "C", "H", "H", "H", "H", "H", "H", "H", "H", "O", "S", "O", "O", "C", "C", "C", "H", "H", "H", "H", "H", "H", "H", "H", "O", "S", "O", "O", "C", "C", "C", "H", "H", "H", "H", "H", "H", "H", "H"],
  "xyz": [[-1.56293, 1.84312, -2.70812], [1.03157, 0.00498, -0.46811], [1.88576, -0.02065, -1.80138], [2.14523, -0.64046, 0.43441], [1.54227, 1.54041, -0.27229], [0.08593, 0.01266, 0.89808], [-0.21720, 0.65790, -1.29485], [0.55650, -1.59587, -0.69528], [-2.78698, -0.94032, -4.27957], [-1.83850, -0.69928, -3.05593], [-2.41430, 0.55988, -4.62490], [-1.58099, -1.46449, -5.19012], [-3.85170, -0.99209, -5.52820], [-3.31633, -2.34338, -3.77173], [-3.85759, -0.29025, -3.33252], [-3.09891, 1.29067, -1.20668], [-4.28655, 2.06108, -0.58047], [-4.05638, 2.48625, 0.78561], [-5.61812, 1.85207, -1.15802], [-3.86542, 3.38098, -1.34867], [-3.42828, 0.06175, 0.03665], [-4.60576, -0.77973, -0.03223], [-2.64138, 0.27179, 1.25461], [-2.42338, -0.94785, -0.66597], [0.15933, 0.65406, -4.00614], [1.14027, -0.03391, -4.88436], [1.03548, -0.02586, -6.33802], [2.66685, 0.57563, -4.49890], [3.82900, 0.30406, -5.32701], [4.68152, -0.77343, -4.57328], [1.38170, -1.81126, -4.39872], [4.38938, 1.22875, -5.46489], [3.59842, 0.12329, -6.37690], [4.19290, -1.73001, -4.38808], [5.04877, -0.36105, -3.63351], [5.56889, -1.02327, -5.15488], [0.45938, -2.37868, -4.27442], [1.82219, -1.70300, -3.40758], [2.02426, -2.39000, -5.06225], [2.50892, -6.16154, -1.53658], [2.53927, -4.75592, -1.90434], [3.53720, -4.34050, -2.91374], [1.02670, -4.31797, -2.42329], [-0.09916, -4.95835, -1.74696], [-1.38317, -4.46463, -2.35878], [2.74821, -3.76029, -0.39868], [-0.03306, -4.70653, -0.68851], [-0.05813, -6.04749, -1.76073], [-1.27006, -4.66328, -3.42455], [-1.51339, -3.38933, -2.23683], [-2.20874, -5.06024, -1.96916], [2.79276, -2.70840, -0.68088], [3.67272, -3.97167, 0.13861], [1.94060, -3.90173, 0.31956], [1.94746, 2.25570, 4.37684], [2.93262, 1.23193, 4.17739], [3.99727, 0.97212, 5.15182], [2.06946, -0.19631, 3.98956], [2.84547, -1.38572, 4.07830], [2.11442, -2.51630, 3.38158], [3.59383, 1.47359, 2.41172], [2.91691, -1.62557, 5.13918], [3.87256, -1.30296, 3.72286], [1.87958, -2.29414, 2.34062], [1.17255, -2.70720, 3.89591], [2.65322, -3.46236, 3.32895], [3.28610, 2.46328, 2.07421], [3.38997, 0.63536, 1.74545], [4.68308, 1.47274, 2.45220], [-1.11486, 2.95332, -0.60325], [-0.62010, 3.82974, 0.47753], [0.56415, 4.67729, 0.25585], [-1.85414, 4.88125, 0.78177], [-1.71322, 5.87074, 1.79980], [-2.36659, 5.40925, 3.11548], [-0.46303, 2.89956, 2.05887], [-2.26203, 6.72354, 1.40026], [-0.69916, 6.24843, 1.93073], [-1.58863, 5.36365, 3.87758], [-2.76185, 4.40970, 2.93446], [-3.21472, 6.02552, 3.41380], [-0.15765, 3.47078, 2.93554], [0.29074, 2.11932, 1.95324], [-1.45967, 2.49313, 2.23098], [-2.59662, -0.97061, 8.80735], [-1.65593, -0.04677, 8.14682], [-0.20433, 0.05846, 8.46564], [-1.86173, -0.17798, 6.51778], [-0.97884, 0.37336, 5.51615], [-1.22460, -0.29825, 4.15240], [-2.45133, 1.63582, 8.36155], [0.01576, 0.04362, 5.81638], [-1.02560, 1.46216, 5.49526], [-1.14685, -1.38244, 4.23358], [-0.46982, 0.02128, 3.43386], [-2.20788, 0.00051, 3.78908], [-3.48562, 1.41413, 8.09850], [-2.07864, 2.35413, 7.63133], [-2.29231, 1.97899, 9.38383], [-3.94077, -5.92791, 1.18169], [-4.14801, -4.47137, 1.02805], [-4.83470, -3.72945, 2.08351], [-2.82942, -3.68088, 0.54640], [-1.89669, -3.40777, 1.57979], [-1.42571, -4.70834, 2.30496], [-5.04071, -4.22069, -0.57084], [-2.20236, -2.73738, 2.38305], [-0.96565, -3.03011, 1.15712], [-2.07724, -4.91754, 3.15339], [-0.44863, -4.52816, 2.75324], [-1.28206, -5.53953, 1.61461], [-4.35401, -4.58451, -1.33516], [-5.45920, -3.21489, -0.53432], [-5.86973, -4.92785, -0.59821], [1.58635, 5.23924, -2.59180], [1.71231, 3.83337, -2.96673], [0.64236, 2.90482, -2.66598], [1.90015, 3.66051, -4.60576], [2.82229, 4.49917, -5.30520], [2.26942, 5.96129, -5.67314], [3.38547, 3.23592, -2.44495], [3.16124, 4.03300, -6.23036], [3.79509, 4.53561, -4.81487], [2.20094, 6.52319, -4.74165], [1.22519, 5.91953, -5.98289], [2.82038, 6.38727, -6.51164], [3.40798, 2.17447, -2.69177], [3.39820, 3.25647, -1.35522], [4.18257, 3.84995, -2.86411]],
  "mulliken_spin": [0.935, 0.003, 0.002, 0.000, 0.002, -0.004, -0.114, 0.004, 0.016, -0.001, 0.026, 0.001, 0.000, 0.000, 0.003, 0.010, 0.013, -0.001, 0.001, 0.004, -0.013, 0.001, 0.002, -0.003, 0.140, 0.009, 0.002, 0.002, 0.000, 0.000, 0.001, 0.000, 0.000, 0.000, 0.000, 0.000, 0.000, 0.000, 0.000, 0.000, 0.000, 0.000, 0.000, 0.000, 0.000, 0.000, 0.000, 0.000, 0.000, 0.000, 0.000, 0.000, 0.000, 0.000, 0.000, 0.000, 0.000, 0.000, 0.000, 0.000, 0.000, 0.000, 0.000, 0.000, 0.000, 0.000, 0.000, 0.000, 0.000, 0.132, 0.006, 0.000, 0.002, 0.000, 0.000, 0.001, 0.000, 0.000, 0.000, 0.000, 0.000, -0.001, 0.001, 0.000, 0.000, 0.000, 0.000, 0.000, 0.000, 0.000, 0.000, 0.000, 0.000, 0.000, 0.000, 0.000, 0.000, 0.000, 0.000, 0.000, 0.000, 0.000, 0.000, 0.000, 0.000, 0.000, 0.000, 0.000, 0.000, 0.000, 0.000, 0.000, 0.000, 0.000, -0.005, -0.030, -0.153, 0.009, 0.001, 0.000, -0.001, 0.000, 0.000, 0.000, 0.000, 0.000, 0.000, -0.001, 0.000],
  "multiplicity": 2,
  "homo_lumo_gap_ev": [6.95, 8.28],
  "homo_energy_ev": [-9.3, -10.6],
  "fmax_ev_per_a": 9.344
}

***

{
  "formula": "C24H27N13NiOS",
  "method": "wB97M-V/def2-TZVPD",
  "symbols": ["Ni", "S", "C", "N", "N", "C", "C", "C", "C", "C", "C", "N", "N", "C", "C", "C", "C", "C", "C", "H", "H", "H", "H", "H", "H", "H", "H", "H", "H", "H", "C", "N", "C", "C", "N", "H", "H", "H", "H", "H", "H", "C", "C", "C", "C", "N", "C", "N", "N", "N", "H", "H", "H", "H", "H", "H", "H", "H", "H", "H", "O", "N", "C", "C", "N", "C", "N"],
  "xyz": [[-0.84962, 0.18104, 0.75274], [-0.20265, 0.10891, 2.93648], [1.23864, 1.06820, 2.72908], [2.08804, 1.36775, 3.66367], [1.83354, 0.92905, 4.87403], [2.68945, 1.20543, 5.94335], [3.84545, 1.96197, 5.77529], [4.65848, 2.20739, 6.86981], [4.33659, 1.71109, 8.12579], [3.18124, 0.95835, 8.28251], [2.35782, 0.70370, 7.19904], [1.62733, 1.60733, 1.50829], [0.84314, 1.42678, 0.55498], [1.33548, 1.95172, -0.68500], [0.46356, 2.63844, -1.51954], [0.93483, 3.14618, -2.72249], [2.25806, 2.95605, -3.09597], [3.11851, 2.25728, -2.25915], [2.66257, 1.75598, -1.05020], [0.99441, 0.37753, 5.02680], [4.08981, 2.34669, 4.79611], [5.55669, 2.79677, 6.73699], [4.97846, 1.90947, 8.97342], [2.91617, 0.56531, 9.25543], [1.45529, 0.11636, 7.32184], [-0.56272, 2.78146, -1.21111], [0.26334, 3.70062, -3.36581], [2.61880, 3.35132, -4.03678], [4.15059, 2.10419, -2.54701], [3.31979, 1.21659, -0.38186], [-4.03141, -3.64136, -0.74725], [-4.17955, -2.83006, 0.46225], [-5.53849, -2.55042, 0.93084], [-3.23439, -1.95553, 0.72517], [-2.40213, -1.19577, 0.96503], [-4.51554, -4.60253, -0.58121], [-2.97410, -3.80623, -0.94224], [-4.48371, -3.14663, -1.60963], [-6.03274, -3.49796, 1.13892], [-6.10907, -1.99399, 0.18425], [-5.49162, -1.96611, 1.84615], [1.95043, -2.32244, -4.71102], [0.77720, -1.43595, -5.11584], [1.11456, 0.04088, -4.93782], [-0.50078, -1.82350, -4.37133], [-0.38233, -1.66352, -2.92695], [-0.52779, -0.57492, -2.18261], [-0.34940, -0.91917, -0.93012], [-0.10709, -2.24675, -0.91875], [-0.11821, -2.69938, -2.11255], [2.82832, -2.08929, -5.31405], [1.71896, -3.38077, -4.83940], [2.21775, -2.16387, -3.66398], [0.55109, -1.61458, -6.17179], [1.40591, 0.26364, -3.90839], [0.27240, 0.68538, -5.20010], [1.95780, 0.31740, -5.57143], [-0.74462, -2.87210, -4.53220], [-1.35116, -1.21820, -4.68522], [-0.78034, 0.40648, -2.54142], [-2.07130, 1.33072, -0.44158], [-3.28240, 1.45714, 0.00629], [-4.19170, 0.88836, -0.73669], [-5.56482, 0.94902, -0.34052], [-6.67948, 0.98133, -0.06010], [-3.83280, 0.07997, -1.87004], [-3.51851, -0.59830, -2.74542]],
  "mulliken_spin": [1.692, 0.120, -0.018, 0.036, 0.017, -0.004, 0.005, -0.001, 0.004, -0.002, 0.005, -0.003, 0.024, 0.006, -0.006, -0.001, 0.001, 0.000, 0.004, -0.005, 0.002, 0.000, 0.000, 0.000, 0.000, 0.000, 0.000, 0.000, 0.000, 0.000, 0.000, -0.001, 0.000, -0.013, 0.042, 0.000, 0.000, 0.000, 0.000, 0.000, 0.000, 0.000, 0.000, 0.000, -0.001, 0.000, -0.005, 0.048, 0.005, 0.002, 0.000, 0.000, 0.000, 0.000, 0.000, 0.000, 0.000, 0.000, 0.000, 0.001, 0.019, -0.013, 0.026, -0.003, 0.010, -0.002, 0.010],
  "multiplicity": 3,
  "homo_lumo_gap_ev": [6.88, 6.83],
  "e_above_lowest_kj_mol": 0.0,
  "homo_energy_ev": [-7.4, -7.4],
  "fmax_ev_per_a": 0.176
}

***

- Which formula does entry 6 have?
  C24H27N13NiOS